16
Properties=species:S:1:pos:R:3:forces:R:3 method="wB97M-V/def2-TZVPD" smiles="S[C@H]1C[C@@H]2C=NN[C@H]12" e_homo_ev=-8.580 energy_ha=-702.87127 fmax_ev_per_a=8.08 relative_energy_kcal_mol=99.6 charge=0
C 0.30036 -0.98925 -0.84568 -2.67 -0.84 1.27
C -0.23670 -1.29248 0.73486 -2.05 0.88 -2.25
C -0.11318 0.24214 0.93391 -3.65 1.76 3.93
C -1.37610 1.32503 0.89853 2.88 -0.86 -5.35
C 0.36263 0.48790 -0.40679 7.99 -0.58 -1.08
H 2.64543 -1.78020 -0.70976 0.12 0.32 0.65
H -0.45688 -1.24233 -1.65267 0.30 0.59 1.23
H 0.25859 -2.00788 1.35013 1.02 -0.11 0.34
H -1.32394 -1.60798 0.77735 1.13 0.28 -0.39
H 0.26550 0.66750 1.91209 0.96 -0.92 -1.28
H -2.11414 1.51025 1.62488 -0.73 0.37 0.61
H 0.08779 2.35969 -1.39198 2.33 1.69 -1.46
H 1.58366 0.63925 -0.32625 -2.64 0.19 -0.51
N -1.25336 1.99691 -0.25652 -2.86 -0.76 4.40
N -0.27199 1.53521 -1.06949 -2.65 -1.39 0.84
S 1.64234 -1.84377 -1.57260 0.54 -0.61 -0.95

---

10
Properties=species:S:1:pos:R:3:forces:R:3 method="wB97M-V/def2-TZVPD" e_homo_ev="-0.430 / -3.596" multiplicity=2 energy_ha=-514.18858 fmax_ev_per_a=1.46 relative_energy_kcal_mol=12.6 charge=-1
O -1.92487 1.59492 0.86887 0.31 0.83 0.05
C -0.89175 0.90209 0.23505 -0.56 -0.06 0.53
C -1.14599 -0.41686 0.16292 0.75 0.68 -0.17
O -0.18209 -1.24194 -0.45747 -0.03 -1.06 0.18
C 1.01674 -0.79172 -0.64261 0.07 1.31 0.64
O 1.75613 -1.83619 -0.99128 0.51 -1.09 -0.56
H -2.70834 1.04538 0.85322 -0.44 -0.31 0.13
H -1.83950 -0.98936 0.79029 0.08 0.09 -0.54
H 2.66128 -1.53741 -1.12671 -0.23 0.23 0.03
Tl 1.43402 1.88156 0.17198 -0.46 -0.63 -0.29